Below is a structure of composition C30H59BN9O5SeW, with properties calculated with ωB97M-V/def2-TZVPD.

As for the net charge: +1. The value obtained for the total energy is -123560.057 eV. For the LUMO energy (alpha / beta), the calculation gives -3.06 / -3.54 eV. Its spin multiplicity is 3. The energy above the lowest of the compared OMol25 structures with the same formula, charge and spin is 19.9 kcal/mol. As for the molar mass: 899.472 g/mol.

CARTESIAN COORDINATES (ANGSTROEM)
W -0.382 -0.357 -1.108
C 1.610 -3.198 3.270
C 1.507 -2.865 1.820
C 2.110 -3.542 0.789
C 1.825 -2.853 -0.383
N 1.035 -1.774 -0.073
N 0.857 -1.817 1.297
B 0.214 -0.740 2.183
N 0.980 0.577 2.258
N 1.692 1.137 1.231
C 2.348 2.168 1.761
C 2.057 2.286 3.132
C 1.197 1.255 3.412
C 0.555 0.906 4.712
C 3.297 3.059 0.993
C 2.724 4.481 0.944
C 3.525 2.563 -0.428
C 4.646 3.082 1.726
N -1.328 -0.596 1.932
N -1.929 0.237 1.016
C -3.217 0.409 1.448
C -3.413 -0.411 2.567
C -2.219 -1.015 2.852
C -1.954 -1.968 3.968
C -4.461 1.282 1.081
C -4.812 2.064 2.370
C -4.443 2.366 -0.005
C -5.637 0.337 0.758
C 2.420 -3.324 -1.707
C 2.909 -2.173 -2.574
C 3.663 -4.184 -1.410
C 1.425 -4.238 -2.440
H 2.152 -4.136 3.372
H 0.637 -3.312 3.743
H 2.156 -2.427 3.813
H 2.721 -4.419 0.892
H 0.248 -1.200 3.274
H 2.435 3.012 3.832
H 0.845 1.636 5.464
H 0.860 -0.082 5.063
H -0.535 0.913 4.636
H 3.407 5.151 0.420
H 1.762 4.498 0.422
H 2.565 4.875 1.949
H 2.591 2.536 -0.986
H 3.962 1.561 -0.429
H 4.208 3.234 -0.950
H 4.545 3.495 2.730
H 5.360 3.701 1.179
H 5.057 2.076 1.814
H -4.313 -0.531 3.141
H -2.894 -2.180 4.473
H -1.255 -1.562 4.699
H -1.547 -2.909 3.599
H -3.970 2.684 2.684
H -5.085 1.420 3.200
H -5.660 2.720 2.169
H -3.814 3.214 0.265
H -5.461 2.750 -0.076
H -4.183 2.016 -0.999
H -5.775 -0.425 1.523
H -5.508 -0.172 -0.198
H -6.557 0.918 0.694
H 3.714 -1.631 -2.063
H 2.108 -1.503 -2.841
H 3.311 -2.565 -3.509
H 4.376 -3.659 -0.772
H 4.156 -4.407 -2.356
H 3.412 -5.139 -0.948
H 0.497 -3.745 -2.692
H 1.193 -5.104 -1.815
H 1.871 -4.600 -3.367
N -0.275 1.799 -0.657
C -1.493 2.536 -1.014
C -1.988 1.993 -2.338
N -1.993 0.510 -2.297
C -3.279 -0.148 -1.982
C -3.039 -1.640 -1.853
N -1.954 -1.849 -0.843
H -0.021 1.882 0.329
H 0.532 2.159 -1.155
H -1.304 3.610 -1.069
H -2.201 2.352 -0.222
H -1.309 2.275 -3.146
H -2.971 2.385 -2.600
H -1.730 0.228 -3.276
H -4.015 0.061 -2.762
H -3.644 0.240 -1.039
H -2.701 -2.075 -2.794
H -3.948 -2.152 -1.539
H -1.520 -2.759 -0.992
H -2.329 -1.834 0.104
O 1.051 -1.819 -5.035
Se -0.386 -1.582 -4.389
O -1.459 -2.771 -4.412
O -0.024 -1.458 -2.624
O -1.020 -0.106 -4.682
C 2.932 0.811 -3.967
C 1.674 1.238 -3.253
O 1.480 0.546 -1.974
H 3.082 1.482 -4.813
H 2.849 -0.203 -4.349
H 3.805 0.901 -3.316
H 0.785 1.020 -3.845
H 1.711 2.308 -3.026
H 2.307 0.201 -1.609

Löwdin population analysis, charges in e, atoms 1 to 4:
1 W 1.77
2 C 0.00
3 C -0.24
4 C 0.03

***

Below is a cluster of 8 separate species, C30H59NO24 in total at a distorted geometry, with properties calculated with ωB97M-V/def2-TZVPD.

The value obtained for the total energy is -82696.526 eV. For the LUMO energy, the calculation gives 0.45 eV. The structure (SMILES) is CCCOC[C@@]1(CN)CCC(=O)O1.COC(=O)OC.COC(=O)OC.COC(=O)OC.COC(=O)OC.COC(=O)OC.COC(=O)OC.COC(=O)OC. The energy above the lowest of the compared OMol25 structures with the same formula, charge and spin is 10.8 kcal/mol. As for the molar mass: 817.785 g/mol.

CARTESIAN COORDINATES (ANGSTROEM)
C 1.932 -4.658 2.145
C 0.409 -4.635 2.097
C -0.086 -4.726 0.663
O -1.386 -4.214 0.470
C -2.391 -4.989 1.068
C -3.635 -4.122 1.381
C -3.299 -2.656 1.453
N -4.499 -1.837 1.734
C -4.861 -4.503 0.510
C -5.848 -5.083 1.534
C -4.903 -5.545 2.601
O -4.812 -6.618 3.189
O -4.031 -4.489 2.747
H 2.290 -5.596 1.737
H 2.249 -4.610 3.178
H 2.329 -3.816 1.595
H 0.035 -5.488 2.653
H 0.012 -3.732 2.544
H 0.564 -4.102 0.055
H 0.017 -5.739 0.273
H -2.681 -5.813 0.415
H -2.073 -5.421 2.011
H -2.859 -2.306 0.531
H -2.577 -2.543 2.255
H -5.244 -2.427 2.072
H -4.280 -1.202 2.485
H -4.573 -5.253 -0.209
H -5.271 -3.654 -0.014
H -6.465 -5.840 1.062
H -6.547 -4.321 1.856
C 2.590 -0.888 5.788
O 2.981 0.232 4.989
C 3.172 -0.060 3.702
O 3.045 -1.142 3.200
O 3.527 1.058 3.074
C 3.763 0.898 1.671
H 2.469 -0.511 6.800
H 1.646 -1.298 5.438
H 3.361 -1.656 5.776
H 2.862 0.557 1.167
H 4.578 0.199 1.497
H 4.039 1.876 1.290
C 2.689 6.483 8.601
O 3.635 5.844 7.745
C 3.127 4.847 7.019
O 1.984 4.476 7.043
O 4.100 4.340 6.273
C 3.693 3.250 5.432
H 3.232 7.264 9.125
H 1.883 6.928 8.020
H 2.282 5.777 9.321
H 2.931 3.576 4.728
H 3.324 2.425 6.027
H 4.574 2.933 4.885
C 6.414 5.065 -0.506
O 5.331 4.300 -1.047
C 4.413 5.023 -1.684
O 4.429 6.215 -1.830
O 3.479 4.192 -2.143
C 2.428 4.841 -2.861
H 7.076 4.353 -0.023
H 6.954 5.579 -1.298
H 6.049 5.780 0.228
H 2.821 5.354 -3.737
H 1.898 5.542 -2.219
H 1.741 4.066 -3.185
C -7.318 -5.430 -4.839
O -6.070 -6.014 -5.216
C -5.076 -5.774 -4.364
O -5.155 -5.132 -3.352
O -3.979 -6.366 -4.828
C -2.825 -6.187 -4.003
H -8.028 -5.703 -5.614
H -7.654 -5.825 -3.882
H -7.235 -4.346 -4.786
H -2.990 -6.613 -3.015
H -2.574 -5.132 -3.916
H -2.015 -6.715 -4.495
C 0.029 4.531 -8.825
O 0.929 4.773 -7.741
C 1.165 6.062 -7.507
O 0.698 6.987 -8.113
O 2.011 6.146 -6.481
C 2.357 7.485 -6.118
H -0.071 3.453 -8.902
H -0.944 4.974 -8.623
H 0.433 4.926 -9.754
H 1.473 8.041 -5.812
H 2.853 7.996 -6.941
H 3.040 7.415 -5.276
C -9.669 -5.210 2.836
O -9.401 -3.819 2.648
C -10.131 -3.012 3.417
O -10.959 -3.357 4.214
O -9.779 -1.758 3.146
C -10.485 -0.774 3.905
H -9.010 -5.744 2.157
H -9.447 -5.511 3.858
H -10.703 -5.447 2.595
H -10.301 -0.905 4.969
H -11.553 -0.827 3.702
H -10.102 0.190 3.585
C 7.149 4.200 -4.803
O 8.346 3.552 -5.235
C 9.381 3.734 -4.419
O 9.371 4.370 -3.399
O 10.428 3.091 -4.927
C 11.620 3.202 -4.146
H 6.386 3.974 -5.542
H 6.834 3.817 -3.833
H 7.291 5.278 -4.752
H 11.471 2.778 -3.155
H 11.929 4.242 -4.064
H 12.382 2.637 -4.673

Löwdin population analysis, charges in e, atoms 1 to 4:
1 C -0.10
2 C -0.24
3 C -0.23
4 O -0.13

***

Below is a cluster of 3 separate species, C30H60N4O4S2 in total, with properties calculated with ωB97M-V/def2-TZVPD.

The value obtained for the total energy is -67900.787 eV. For the LUMO energy (alpha / beta), the calculation gives 0.01 / 0.01 eV. Its spin multiplicity is 3. The energy above the lowest of the compared OMol25 structures with the same formula, charge and spin is 0.0 kcal/mol. As for the molar mass: 604.968 g/mol.

CARTESIAN COORDINATES (ANGSTROEM)
C 3.815 -3.683 1.594
C 3.848 -2.890 0.276
C 2.477 -2.471 -0.236
N 2.043 -1.221 0.400
C 1.035 -0.507 -0.197
O 0.710 -0.601 -1.347
O 0.490 0.448 0.626
C -0.349 0.009 1.700
C -1.787 0.398 1.407
C -2.372 -0.440 0.277
S -4.066 0.119 -0.063
C -5.140 -1.244 -0.274
S -6.645 -0.856 -0.740
N -4.764 -2.590 -0.023
C -4.487 -2.928 1.378
C -5.491 -2.330 2.357
C -3.798 -3.196 -0.952
C -4.014 -2.803 -2.412
H 4.356 -4.625 1.515
H 2.789 -3.932 1.883
H 4.261 -3.126 2.417
H 4.335 -3.485 -0.498
H 4.454 -1.995 0.414
H 1.747 -3.262 -0.026
H 2.478 -2.298 -1.309
H 1.924 -1.303 1.401
H -0.267 -1.078 1.819
H 0.004 0.475 2.620
H -2.391 0.302 2.313
H -1.792 1.452 1.121
H -1.791 -0.293 -0.633
H -2.356 -1.491 0.544
H -3.464 -2.648 1.669
H -4.529 -4.018 1.429
H -6.458 -2.187 1.877
H -5.638 -3.006 3.198
H -5.158 -1.371 2.754
H -3.920 -4.275 -0.837
H -2.764 -2.977 -0.656
H -3.851 -3.661 -3.061
H -5.032 -2.455 -2.579
H -3.324 -2.020 -2.725
C -5.454 4.346 0.862
C -6.692 3.610 0.342
C -6.508 3.183 -1.118
C -6.522 4.362 -2.087
C -7.789 5.201 -1.931
C -8.070 5.648 -0.488
N -7.935 4.453 0.413
O -9.008 3.778 0.541
C -7.143 6.791 -0.070
C -9.503 6.158 -0.368
C -6.895 2.392 1.231
H -4.670 3.603 1.020
H -5.055 5.085 0.175
H -5.662 4.831 1.816
H -7.314 2.491 -1.378
H -5.574 2.621 -1.199
H -5.632 4.984 -1.954
H -6.474 3.984 -3.110
H -7.731 6.097 -2.555
H -8.647 4.621 -2.284
H -7.261 7.007 0.993
H -7.424 7.683 -0.631
H -6.094 6.605 -0.270
H -10.222 5.433 -0.736
H -9.593 7.075 -0.955
H -9.748 6.383 0.670
H -7.075 2.688 2.266
H -5.998 1.771 1.196
H -7.729 1.779 0.903
C 10.826 -1.740 0.934
C 9.685 -2.688 0.556
C 9.985 -3.425 -0.754
C 9.942 -2.510 -1.976
C 8.608 -1.772 -2.076
C 8.206 -1.029 -0.793
N 8.379 -1.967 0.371
O 7.355 -2.687 0.614
C 9.012 0.260 -0.620
C 6.733 -0.645 -0.849
C 9.516 -3.679 1.702
H 11.658 -2.343 1.299
H 11.202 -1.149 0.106
H 10.520 -1.065 1.734
H 9.245 -4.222 -0.876
H 10.964 -3.904 -0.663
H 10.774 -1.801 -1.956
H 10.080 -3.111 -2.876
H 8.636 -1.045 -2.891
H 7.820 -2.492 -2.317
H 8.815 0.705 0.356
H 8.694 0.967 -1.387
H 10.084 0.130 -0.730
H 6.109 -1.505 -1.067
H 6.584 0.102 -1.631
H 6.408 -0.219 0.101
H 9.252 -3.159 2.624
H 10.465 -4.196 1.855
H 8.745 -4.412 1.490

Löwdin population analysis, charges in e, atoms 1 to 4:
1 C -0.10
2 C -0.24
3 C -0.19
4 N 0.09

***

Below is a cluster of 10 separate species, C30H60O14 in total at a distorted geometry, with properties calculated with ωB97M-V/def2-TZVPD.

The value obtained for the total energy is -60743.656 eV. For the LUMO energy, the calculation gives -0.07 eV. The structure (SMILES) is COC(=O)OC.COC(=O)OC.CC(C)=O.CC(C)=O.CC(C)=O.CC(C)=O.CC(C)=O.CC(C)=O.CC(C)=O.CC(C)=O. The energy above the lowest of the compared OMol25 structures with the same formula, charge and spin is 82.6 kcal/mol. As for the molar mass: 644.796 g/mol.

CARTESIAN COORDINATES (ANGSTROEM)
C -2.368 -1.101 -5.711
O -3.345 -1.867 -5.094
C -3.894 -2.982 -5.832
O -3.628 -3.218 -7.082
O -4.805 -3.580 -5.031
C -5.400 -4.777 -5.427
H -2.757 -0.293 -6.331
H -1.614 -1.670 -6.256
H -1.820 -0.708 -4.855
H -4.832 -5.443 -6.076
H -6.327 -4.553 -5.955
H -5.648 -5.335 -4.524
C -0.121 6.765 0.700
O -1.097 6.425 -0.243
C -0.875 5.683 -1.350
O 0.179 5.159 -1.671
O -2.034 5.572 -1.970
C -2.016 4.706 -3.097
H -0.100 7.813 1.000
H 0.919 6.479 0.548
H -0.468 6.239 1.589
H -1.544 3.740 -2.918
H -1.400 5.193 -3.853
H -2.978 4.679 -3.610
C -5.658 -4.098 0.999
C -6.603 -3.046 1.459
C -7.061 -3.096 2.912
O -7.311 -2.440 0.618
H -6.263 -4.825 0.457
H -5.225 -4.501 1.914
H -4.867 -3.715 0.355
H -6.413 -2.452 3.506
H -7.045 -4.124 3.276
H -8.068 -2.680 2.939
C 0.108 -5.751 -1.102
C -0.576 -5.779 -2.500
C 0.009 -4.827 -3.489
O -1.373 -6.652 -2.770
H 0.515 -6.750 -0.944
H -0.587 -5.598 -0.277
H 0.892 -4.993 -1.125
H 1.093 -4.819 -3.371
H -0.284 -3.800 -3.272
H -0.335 -5.110 -4.484
C 4.375 -2.581 5.779
C 2.939 -2.313 5.779
C 1.948 -3.345 5.353
O 2.557 -1.177 5.963
H 4.782 -2.576 6.790
H 4.955 -1.777 5.326
H 4.738 -3.494 5.308
H 2.299 -3.670 4.373
H 0.926 -3.005 5.183
H 1.883 -4.210 6.013
C -4.595 6.304 5.102
C -4.222 5.105 6.023
C -3.728 3.816 5.414
O -4.304 5.286 7.222
H -4.950 7.122 5.728
H -5.301 6.062 4.307
H -3.737 6.661 4.532
H -3.535 2.973 6.077
H -2.754 4.121 5.031
H -4.227 3.462 4.512
C -2.262 0.735 0.687
C -1.252 -0.439 0.661
C 0.184 -0.254 0.081
O -1.505 -1.464 1.280
H -2.590 0.894 -0.341
H -1.815 1.675 1.009
H -3.086 0.616 1.391
H 0.869 -0.695 0.805
H 0.370 0.819 0.145
H 0.146 -0.738 -0.894
C 5.077 -2.827 -1.033
C 5.543 -1.821 0.017
C 6.321 -0.649 -0.473
O 5.311 -1.958 1.182
H 4.733 -3.754 -0.573
H 5.897 -3.139 -1.680
H 4.238 -2.452 -1.619
H 6.960 -0.887 -1.324
H 6.877 -0.106 0.291
H 5.605 0.075 -0.863
C 4.054 3.172 2.463
C 5.313 3.836 3.002
C 4.922 4.932 4.004
O 6.483 3.671 2.698
H 3.291 3.091 3.237
H 4.436 2.164 2.297
H 3.658 3.773 1.645
H 5.563 4.837 4.880
H 3.876 4.964 4.309
H 5.261 5.857 3.538
C 4.709 0.193 -6.153
C 3.697 0.588 -5.039
C 3.629 1.967 -4.416
O 2.827 -0.275 -4.722
H 4.170 -0.568 -6.716
H 5.544 -0.407 -5.790
H 4.916 0.957 -6.902
H 3.168 2.660 -5.120
H 4.665 2.305 -4.399
H 3.170 2.021 -3.429

Löwdin population analysis, charges in e, atoms 1 to 4:
1 C -0.11
2 O -0.05
3 C -0.39
4 O 0.04